Model one:
A 2-piece molecular cluster, C5H15N2 overall, computed with the ωB97M-V functional and the def2-TZVPD basis.

Its net charge is +1. Its HOMO energy is -14.7 eV. For the molar mass, the calculation gives 103.2 g mol⁻¹. As for the spin multiplicity: 1. For the orbital gap, the calculation gives 10.97 eV. The calculation puts the LUMO energy at -3.754 eV.

Last columns: bonded neighbours and bond lengths (Å).
Positions of all 22 atoms, in Å:
1 C -0.284 -0.944 -2.334  C3 1.492, H8 1.113, H9 1.096, H10 1.009
2 C 2.070 -0.147 -0.879  C4 1.620, H11 1.089, H12 1.029, H13 1.010
3 C -0.064 -1.366 -0.920  C1 1.492, C4 1.581, H14 1.107, H15 1.030
4 C 0.634 -0.186 -0.131  C2 1.620, C3 1.581, C5 1.502, H16 1.183
5 C 0.369 1.255 0.199  C4 1.502, N7 1.266, H17 1.114
6 N -1.936 0.486 2.759  H18 1.002, H19 0.994, H21 0.991
7 N -0.404 1.658 1.117  C5 1.266, H20 1.028, H22 1.173
8 H -0.434 -1.796 -3.035  C1 1.113
9 H -1.094 -0.253 -2.594  C1 1.096
10 H 0.498 -0.389 -2.646  C1 1.009
11 H 2.273 -1.210 -1.000  C2 1.089
12 H 2.672 0.306 -0.179  C2 1.029
13 H 2.129 0.460 -1.684  C2 1.010
14 H -1.008 -1.572 -0.379  C3 1.107
15 H 0.486 -2.232 -0.841  C3 1.030
16 H 0.902 -0.476 0.984  C4 1.183
17 H 0.956 1.945 -0.451  C5 1.114
18 H -1.516 -0.045 3.497  N6 1.002
19 H -2.359 -0.241 2.230  N6 0.994
20 H -0.384 2.649 1.390  N7 1.028
21 H -2.488 1.214 3.145  N6 0.991
22 H -1.017 0.885 1.753  N7 1.173

Results of the Löwdin charge analysis, in e, for atoms 1 through 2: -0.092 -0.039

---

Model two:
A 2-piece molecular cluster, C5H15N2 overall, computed with the ωB97M-V functional and the def2-TZVPD basis.

Its net charge is +1. Its HOMO energy (alpha / beta) is -12.4 / -12.4 eV. For the molar mass, the calculation gives 103.2 g mol⁻¹. As for the spin multiplicity: 1. For the orbital gap (alpha / beta), the calculation gives 8.81 / 8.81 eV. The calculation puts the LUMO energy (alpha / beta) at -3.628 / -3.627 eV.

Last columns: bonded neighbours and bond lengths (Å).
Positions of all 22 atoms, in Å:
1 C 1.406 -0.357 -1.435  C5 1.524, H8 1.161, H9 1.183, H10 1.026
2 C 0.689 1.827 0.890  H11 1.031, H12 1.124, H13 1.062
3 C -1.473 -0.564 1.133  N7 1.510, H14 1.113, H15 1.034, H16 1.114
4 C -1.499 0.310 -1.081  N7 1.496, H17 1.004, H18 1.117, H19 1.121
5 C 0.741 -0.408 -0.065  C1 1.524, N6 1.418, N7 1.557
6 N 1.378 -1.175 0.944  C5 1.418, H20 1.052, H21 1.044
7 N -0.787 -0.674 -0.207  C3 1.510, C4 1.496, C5 1.557, H22 0.999
8 H 1.491 -1.431 -1.868  C1 1.161
9 H 0.743 0.346 -2.118  C1 1.183
10 H 2.363 0.003 -1.353  C1 1.026
11 H 0.916 2.161 -0.058  C2 1.031
12 H -0.319 2.111 1.295  C2 1.124
13 H 1.434 1.688 1.635  C2 1.062
14 H -1.538 0.547 1.148  C3 1.113
15 H -2.428 -0.943 1.013  C3 1.034
16 H -0.909 -1.179 1.872  C3 1.114
17 H -1.378 0.151 -2.065  C4 1.004
18 H -2.574 0.288 -0.778  C4 1.117
19 H -1.133 1.338 -0.820  C4 1.121
20 H 1.451 -0.804 1.926  N6 1.052
21 H 2.238 -1.636 0.575  N6 1.044
22 H -0.812 -1.600 -0.583  N7 0.999

Results of the Löwdin charge analysis, in e, for atoms 1 through 2: -0.028 0.132

---

Model three:
An isolated ion of composition C5H15N2 and charge +1, computed with the ωB97M-V functional and the def2-TZVPD basis.

Its net charge is +1. Its HOMO energy is -12.7 eV. For the molar mass, the calculation gives 103.2 g mol⁻¹. As for the spin multiplicity: 1. For the orbital gap, the calculation gives 9.12 eV. The calculation puts the LUMO energy at -3.559 eV.

Last columns: bonded neighbours and bond lengths (Å).
Positions of all 22 atoms, in Å:
1 C -1.711 -2.340 0.042  N2 1.469, H8 1.094, H9 1.084, H10 1.098
2 N -1.076 -1.189 0.698  C1 1.469, C3 1.482, H11 1.022
3 C -1.210 0.012 -0.159  N2 1.482, C4 1.538, H12 1.123, H13 1.089
4 C -0.464 1.184 0.501  C3 1.538, C5 1.579, H14 1.105, H15 1.118
5 C 0.932 0.693 1.052  C4 1.579, C6 1.568, H16 1.089, H17 1.110
6 C 1.831 0.147 -0.111  C5 1.568, N7 1.510, H18 1.099, H19 1.083
7 N 1.711 1.130 -1.251  C6 1.510, H20 1.042, H21 1.032, H22 1.018
8 H -2.721 -2.133 -0.323  C1 1.094
9 H -1.591 -3.223 0.658  C1 1.084
10 H -1.050 -2.642 -0.783  C1 1.098
11 H -1.544 -0.799 1.519  N2 1.022
12 H -0.834 -0.149 -1.205  C3 1.123
13 H -2.236 0.296 -0.393  C3 1.089
14 H -0.394 2.091 -0.126  C4 1.105
15 H -1.081 1.696 1.281  C4 1.118
16 H 0.710 0.040 1.894  C5 1.089
17 H 1.367 1.607 1.507  C5 1.110
18 H 1.727 -0.906 -0.406  C6 1.099
19 H 2.881 0.155 0.154  C6 1.083
20 H 2.057 2.097 -1.082  N7 1.042
21 H 0.711 1.385 -1.275  N7 1.032
22 H 1.982 0.847 -2.191  N7 1.018

Results of the Löwdin charge analysis, in e, for atoms 1 through 2: -0.112 -0.122

---

Model four:
A 3-piece molecular cluster, C5H15N2 overall, computed with the ωB97M-V functional and the def2-TZVPD basis.

Its net charge is +1. Its HOMO energy (alpha / beta) is -11.9 / -12.5 eV. For the molar mass, the calculation gives 103.2 g mol⁻¹. As for the spin multiplicity: 1. For the orbital gap (alpha / beta), the calculation gives 6.56 / 8.27 eV. The calculation puts the LUMO energy (alpha / beta) at -5.331 / -4.268 eV.

Last columns: bonded neighbours and bond lengths (Å).
Positions of all 22 atoms, in Å:
1 C -2.812 1.065 -0.538  C3 1.410, H8 1.068, H9 1.122, H10 1.052
2 C -1.161 -1.649 0.513  C4 1.473, H11 1.168, H12 1.016, H13 1.067
3 C -1.611 1.329 0.152  C1 1.410, H14 0.984, H15 1.095
4 C -0.076 -0.702 0.209  C2 1.473, C5 1.434, H16 1.136
5 C 0.917 -1.252 -0.668  C4 1.434, N7 1.326, H17 1.064
6 N 3.101 1.171 0.568  H18 0.979, H19 1.116, H21 1.017
7 N 2.078 -0.695 -0.985  C5 1.326, H20 1.047, H22 1.120
8 H -3.495 1.860 -0.333  C1 1.068
9 H -2.832 0.830 -1.635  C1 1.122
10 H -3.370 0.275 -0.124  C1 1.052
11 H -1.857 -1.603 -0.424  C2 1.168
12 H -1.780 -1.543 1.312  C2 1.016
13 H -0.817 -2.629 0.756  C2 1.067
14 H -0.748 1.522 -0.281  C3 0.984
15 H -1.595 1.179 1.236  C3 1.095
16 H 0.507 -0.198 1.044  C4 1.136
17 H 0.491 -2.051 -1.225  C5 1.064
18 H 2.633 0.983 1.408  N6 0.979
19 H 3.152 2.269 0.379  N6 1.116
20 H 2.595 -1.230 -1.722  N7 1.047
21 H 4.085 0.975 0.737  N6 1.017
22 H 2.595 0.092 -0.379  N7 1.120

Results of the Löwdin charge analysis, in e, for atoms 1 through 2: -0.131 -0.130

---

model three ends up most stable, edging out the next structure by 0.611 eV.

---

Model one:
An isolated ion of composition C5H15N2 and charge +1, computed with the ωB97M-V functional and the def2-TZVPD basis.

Its net charge is +1. Its HOMO energy is -13.6 eV. For the molar mass, the calculation gives 103.2 g mol⁻¹. As for the spin multiplicity: 1. For the orbital gap, the calculation gives 10.45 eV. The calculation puts the LUMO energy at -3.112 eV.

Last columns: bonded neighbours and bond lengths (Å).
Positions of all 22 atoms, in Å:
1 C -2.177 0.497 0.895  C2 1.482, H8 1.102, H9 1.057, H10 1.103
2 C -1.245 0.402 -0.253  C1 1.482, C3 1.504, C4 1.880, H11 1.005
3 C -1.616 -0.778 -1.110  C2 1.504, H12 1.094, H13 1.143, H14 1.032
4 C 0.539 0.502 0.331  C2 1.880, N5 1.418, C6 1.507, H15 1.075
5 N 0.767 -0.712 1.025  C4 1.418, H16 1.077, H17 1.042
6 C 1.546 0.464 -0.788  C4 1.507, N7 1.464, H18 1.160, H19 1.118
7 N 2.775 0.057 -0.104  C6 1.464, H20 1.103, H21 0.987, H22 1.041
8 H -2.101 1.454 1.438  C1 1.102
9 H -1.938 -0.317 1.525  C1 1.057
10 H -3.188 0.308 0.499  C1 1.103
11 H -1.292 1.192 -0.872  C2 1.005
12 H -0.965 -0.958 -1.971  C3 1.094
13 H -1.596 -1.749 -0.509  C3 1.143
14 H -2.584 -0.540 -1.378  C3 1.032
15 H 0.556 1.305 1.047  C4 1.075
16 H 0.279 -0.702 1.985  N5 1.077
17 H 0.283 -1.390 0.397  N5 1.042
18 H 1.698 1.438 -1.401  C6 1.160
19 H 1.242 -0.471 -1.319  C6 1.118
20 H 2.342 -0.697 0.575  N7 1.103
21 H 2.959 0.814 0.503  N7 0.987
22 H 3.715 -0.117 -0.515  N7 1.041

Results of the Löwdin charge analysis, in e, for atoms 1 through 2: -0.078 -0.316

---

Model two:
An isolated ion of composition C5H15N2 and charge +1, computed with the ωB97M-V functional and the def2-TZVPD basis.

Its net charge is +1. Its HOMO energy is -14.3 eV. For the molar mass, the calculation gives 103.2 g mol⁻¹. As for the spin multiplicity: 1. For the orbital gap, the calculation gives 11.50 eV. The calculation puts the LUMO energy at -2.812 eV.

Last columns: bonded neighbours and bond lengths (Å).
Positions of all 22 atoms, in Å:
1 C -0.550 -0.937 3.058  C2 1.550, H8 1.095, H9 1.090, H10 1.082
2 C -0.325 -1.341 1.579  C1 1.550, C3 1.540, H11 1.084, H12 1.093
3 C -0.452 -0.177 0.579  C2 1.540, N4 1.501, H13 1.089, H14 1.085
4 N 0.836 0.138 -0.125  C3 1.501, C5 1.502, H15 1.039, H16 1.017
5 C 0.864 1.393 -0.950  N4 1.502, C6 1.518, H17 1.089, H18 1.089
6 C -0.058 1.208 -2.142  C5 1.518, N7 1.460, H19 1.091, H20 1.091
7 N 0.156 -0.110 -2.732  C6 1.460, H21 1.021, H22 1.010
8 H -1.309 -0.149 3.108  C1 1.095
9 H -1.120 -1.770 3.469  C1 1.090
10 H 0.318 -0.675 3.649  C1 1.082
11 H -1.134 -2.016 1.328  C2 1.084
12 H 0.591 -1.922 1.446  C2 1.093
13 H -0.689 0.708 1.168  C3 1.089
14 H -1.174 -0.404 -0.198  C3 1.085
15 H 0.943 -0.603 -0.845  N4 1.039
16 H 1.611 0.155 0.534  N4 1.017
17 H 0.544 2.241 -0.346  C5 1.089
18 H 1.893 1.576 -1.257  C5 1.089
19 H -1.075 1.380 -1.789  C6 1.091
20 H 0.133 1.979 -2.890  C6 1.091
21 H 0.697 -0.131 -3.598  N7 1.021
22 H -0.701 -0.546 -3.043  N7 1.010

Results of the Löwdin charge analysis, in e, for atoms 1 through 2: -0.081 -0.210

---

model two ends up most stable, edging out the next structure by 1.810 eV.

---

Model one:
A 2-piece molecular cluster, C5H15N2 overall, computed with the ωB97M-V functional and the def2-TZVPD basis.

Its net charge is +1. Its HOMO energy is -13.9 eV. For the molar mass, the calculation gives 103.2 g mol⁻¹. As for the spin multiplicity: 1. For the orbital gap, the calculation gives 5.85 eV. The calculation puts the LUMO energy at -8.036 eV.

Last columns: bonded neighbours and bond lengths (Å).
Positions of all 22 atoms, in Å:
1 N -1.374 -1.043 -0.483  C2 1.457, H9 1.093, H10 1.022
2 C -2.578 -0.321 -0.091  N1 1.457, C3 1.516, H11 1.099, H12 1.104
3 C -2.447 1.188 -0.150  C2 1.516, H8 1.089, H13 1.091, H14 1.083
4 N 0.728 -0.174 0.602  C5 1.439, C7 1.420
5 C 1.243 0.027 -0.726  N4 1.439, C6 1.534, H15 1.088, H16 1.105
6 C 2.596 0.750 -0.728  C5 1.534, H17 1.089, H18 1.084, H19 1.057
7 C 1.615 -0.800 1.516  N4 1.420, H20 1.095, H21 1.091, H22 1.092
8 H -2.874 1.547 -1.086  C3 1.089
9 H -0.587 -0.761 0.220  N1 1.093
10 H -1.609 -2.026 -0.329  N1 1.022
11 H -3.416 -0.654 -0.719  C2 1.099
12 H -2.892 -0.657 0.912  C2 1.104
13 H -1.416 1.539 -0.101  C3 1.091
14 H -3.015 1.679 0.631  C3 1.083
15 H 0.482 0.642 -1.201  C5 1.088
16 H 1.280 -0.932 -1.273  C5 1.105
17 H 2.993 0.678 -1.740  C6 1.089
18 H 2.466 1.809 -0.532  C6 1.084
19 H 3.324 0.359 -0.069  C6 1.057
20 H 2.350 -0.070 1.873  C7 1.095
21 H 2.105 -1.677 1.089  C7 1.091
22 H 1.028 -1.102 2.386  C7 1.092

Results of the Löwdin charge analysis, in e, for atoms 1 through 2: 0.068 -0.288

---

Model two:
An isolated ion of composition C5H15N2 and charge +1, computed with the ωB97M-V functional and the def2-TZVPD basis.

Its net charge is +1. Its HOMO energy is -14.0 eV. For the molar mass, the calculation gives 103.2 g mol⁻¹. As for the spin multiplicity: 1. For the orbital gap, the calculation gives 11.05 eV. The calculation puts the LUMO energy at -2.949 eV.

Last columns: bonded neighbours and bond lengths (Å).
Positions of all 22 atoms, in Å:
1 C 0.464 1.088 -1.558  C2 1.545, H8 1.112, H9 1.055, H10 1.071
2 C 0.427 0.903 -0.024  C1 1.545, C3 1.567, N4 1.545, H11 1.108
3 C 1.415 1.928 0.632  C2 1.567, H12 1.145, H13 1.161, H14 1.128
4 N 0.739 -0.525 0.475  C2 1.545, C5 1.490, H15 1.167, H16 0.973
5 C -0.305 -1.241 1.261  N4 1.490, C6 1.620, H17 1.056, H18 1.067
6 C -1.665 -1.233 0.380  C5 1.620, N7 1.443, H19 1.165, H20 1.025
7 N -1.178 -1.445 -0.961  C6 1.443, H21 1.025, H22 1.047
8 H 1.480 0.903 -1.972  C1 1.112
9 H -0.283 0.502 -2.017  C1 1.055
10 H 0.083 2.073 -1.732  C1 1.071
11 H -0.646 0.993 0.235  C2 1.108
12 H 2.500 1.791 0.293  C3 1.145
13 H 1.491 1.931 1.790  C3 1.161
14 H 1.072 3.002 0.572  C3 1.128
15 H 0.972 -1.167 -0.470  N4 1.167
16 H 1.600 -0.366 0.902  N4 0.973
17 H -0.661 -0.634 2.048  C5 1.056
18 H -0.096 -2.244 1.560  C5 1.067
19 H -2.323 -0.360 0.782  C6 1.165
20 H -2.228 -2.066 0.580  C6 1.025
21 H -0.902 -2.420 -1.117  N7 1.025
22 H -1.956 -1.414 -1.660  N7 1.047

Results of the Löwdin charge analysis, in e, for atoms 1 through 2: -0.048 -0.343

---

Model three:
An isolated ion of composition C5H15N2 and charge +1, computed with the ωB97M-V functional and the def2-TZVPD basis.

Its net charge is +1. Its HOMO energy is -13.2 eV. For the molar mass, the calculation gives 103.2 g mol⁻¹. As for the spin multiplicity: 1. For the orbital gap, the calculation gives 9.60 eV. The calculation puts the LUMO energy at -3.560 eV.

Last columns: bonded neighbours and bond lengths (Å).
Positions of all 22 atoms, in Å:
1 C -2.420 -0.347 0.631  C2 1.492, H8 1.198, H9 1.074, H10 1.054
2 C -1.022 0.172 0.574  C1 1.492, N3 1.511, C4 1.589, H11 1.169
3 N -1.001 1.683 0.528  C2 1.511, H12 1.060, H13 1.047, H14 1.069
4 C -0.375 -0.322 -0.790  C2 1.589, C5 1.553, H15 1.124, H16 1.064
5 C 1.041 0.162 -1.208  C4 1.553, C6 1.586, H17 1.135, H18 1.069
6 C 2.130 -0.198 -0.113  C5 1.586, N7 1.510, H19 1.087, H20 1.121
7 N 2.107 -1.677 0.187  C6 1.510, H21 1.024, H22 1.002
8 H -2.636 -1.474 0.290  C1 1.198
9 H -3.037 0.265 -0.001  C1 1.074
10 H -2.818 -0.141 1.585  C1 1.054
11 H -0.403 -0.272 1.460  C2 1.169
12 H -1.514 2.092 -0.304  N3 1.060
13 H -0.008 1.769 0.209  N3 1.047
14 H -1.226 2.190 1.442  N3 1.069
15 H -1.241 -0.073 -1.460  C4 1.124
16 H -0.247 -1.376 -0.713  C4 1.064
17 H 1.048 1.287 -1.356  C5 1.135
18 H 1.327 -0.294 -2.132  C5 1.069
19 H 3.123 0.032 -0.489  C6 1.087
20 H 1.860 0.442 0.767  C6 1.121
21 H 2.950 -2.063 -0.249  N7 1.024
22 H 2.362 -1.855 1.140  N7 1.002

Results of the Löwdin charge analysis, in e, for atoms 1 through 2: -0.071 -0.376

---

Model four:
A 2-piece molecular cluster, C5H15N2 overall, computed with the ωB97M-V functional and the def2-TZVPD basis.

Its net charge is +1. Its HOMO energy is -12.9 eV. For the molar mass, the calculation gives 103.2 g mol⁻¹. As for the spin multiplicity: 1. For the orbital gap, the calculation gives 8.92 eV. The calculation puts the LUMO energy at -4.023 eV.

Last columns: bonded neighbours and bond lengths (Å).
Positions of all 22 atoms, in Å:
1 C 3.182 0.039 -0.260  C4 1.627, H8 1.159, H9 1.136, H10 1.105
2 C -1.564 1.207 0.849  C5 1.498, H11 1.134, H12 1.098, H13 1.137
3 C -2.214 -1.262 0.218  C5 1.500, H14 1.173, H15 1.186, H16 1.132
4 C 1.599 0.400 -0.157  C1 1.627, N7 1.433, H17 1.035, H18 1.099
5 C -1.802 0.129 -0.164  C2 1.498, C3 1.500, N6 1.272
6 N -1.789 0.508 -1.378  C5 1.272, H19 0.956, H20 1.025
7 N 0.745 -0.727 0.081  C4 1.433, H21 0.985, H22 0.998
8 H 3.516 -0.450 0.736  C1 1.159
9 H 3.569 -0.747 -0.984  C1 1.136
10 H 3.649 1.020 -0.456  C1 1.105
11 H -0.451 1.372 0.986  C2 1.134
12 H -1.998 1.106 1.853  C2 1.098
13 H -1.689 2.296 0.547  C2 1.137
14 H -3.296 -1.408 0.646  C3 1.173
15 H -1.621 -1.745 1.124  C3 1.186
16 H -2.279 -2.005 -0.634  C3 1.132
17 H 1.361 1.029 -0.943  C4 1.035
18 H 1.556 0.959 0.789  C4 1.099
19 H -1.445 1.378 -1.576  N6 0.956
20 H -2.027 -0.169 -2.110  N6 1.025
21 H 0.772 -1.225 -0.768  N7 0.985
22 H 0.986 -1.057 0.992  N7 0.998

Results of the Löwdin charge analysis, in e, for atoms 1 through 2: -0.081 -0.009

---

model three ends up most stable, edging out the next structure by 0.488 eV.